# 1
{"formula": "C2H2FIrO", "method": "wB97M-V/def2-TZVPD", "species": ["C", "C", "O", "H", "F", "H", "Ir"], "coordinates": [[-0.7809, 0.2436, -0.2240], [0.1761, -0.6961, -0.3098], [1.1703, -0.6884, 0.5532], [-1.8129, 0.2496, -0.5571], [-0.3645, 1.4558, 0.3459], [-0.0709, -1.6328, -0.8287], [1.6827, 1.0684, 1.0205]], "orbital_gap_ev": [9.004, 7.271], "homo_ev": [-13.4, -15.5], "relative_energy_kcal_mol": 0.0, "multiplicity": 6, "mol_weight_g_mol": 253.252, "charge": 1, "largest_force_ev_per_a": 4.54, "s_squared": 8.78}


# 2
{"formula": "H14O7", "method": "wB97M-V/def2-TZVPD", "species": ["O", "H", "H", "O", "H", "H", "O", "H", "H", "O", "H", "H", "O", "H", "H", "O", "H", "H", "O", "H", "H"], "coordinates": [[2.4708, 0.4275, -1.6135], [2.3088, -0.2055, -2.3155], [1.7288, 1.0495, -1.7075], [-2.3782, -0.7205, -0.0605], [-3.3102, -0.7775, 0.1525], [-2.0862, -1.5815, -0.3485], [0.7768, -1.7055, -0.7355], [0.3778, -2.3135, -0.1025], [0.6598, -0.8165, -0.4065], [-0.0202, 0.6105, 0.3395], [-0.8852, 0.3115, 0.6005], [-0.0562, 1.1955, -0.3985], [2.1498, 0.7515, 2.4935], [3.0328, 0.9605, 2.1735], [1.6008, 1.0565, 1.7695], [0.3118, 2.0275, -2.0045], [-0.4822, 1.8915, -2.5435], [0.8828, 2.3875, -2.6665], [-1.9992, -1.4785, 2.6345], [-2.2942, -1.2935, 1.7275], [-2.7892, -1.7765, 3.0125]], "orbital_gap_ev": 10.292, "homo_ev": -10.4, "relative_energy_kcal_mol": 45.5, "smiles": "O.O.O.O.O.O.O", "multiplicity": 1, "mol_weight_g_mol": 126.105, "charge": 0, "largest_force_ev_per_a": 2.37}


# 3
{"formula": "C31H31N5O2PRhSSeSi", "method": "wB97M-V/def2-TZVPD", "species": ["Rh", "N", "C", "C", "C", "C", "C", "C", "S", "O", "O", "N", "C", "N", "C", "C", "C", "N", "H", "H", "H", "H", "H", "H", "H", "H", "H", "Se", "C", "N", "C", "C", "C", "C", "C", "C", "Si", "C", "C", "C", "C", "C", "C", "H", "H", "H", "H", "H", "H", "H", "H", "H", "H", "H", "C", "P", "C", "C", "C", "C", "C", "C", "C", "H", "H", "H", "H", "H", "H", "H", "H", "H", "H", "H"], "coordinates": [[0.4193, -0.8515, -0.2879], [-5.8555, 4.6508, -0.8981], [-4.9133, 3.7611, -0.4278], [-5.1012, 3.1090, 0.7961], [-4.1368, 2.2548, 1.2901], [-2.9728, 2.0522, 0.5660], [-2.7628, 2.6918, -0.6502], [-3.7302, 3.5399, -1.1445], [-1.7441, 0.9801, 1.1885], [-0.4769, 1.7937, 1.0041], [-1.9979, 0.6548, 2.5536], [-1.5511, -0.2596, 0.1796], [-2.6531, -1.0386, -0.1154], [-3.7984, -0.8280, 0.5362], [-4.8237, -1.5997, 0.2016], [-4.7309, -2.5896, -0.7607], [-3.4937, -2.7248, -1.3686], [-2.4525, -1.9615, -1.0657], [-6.7842, 4.5794, -0.5196], [-5.8247, 4.8758, -1.8775], [-6.0096, 3.2799, 1.3606], [-4.2788, 1.7376, 2.2287], [-1.8434, 2.5411, -1.2041], [-3.5667, 4.0502, -2.0856], [-5.7530, -1.4148, 0.7301], [-5.5697, -3.2161, -1.0230], [-3.3293, -3.4720, -2.1388], [4.9971, -0.8227, -2.2408], [2.2996, -0.9337, -0.9654], [3.3270, -0.9279, -1.4961], [0.9041, 4.4248, -3.4385], [1.3141, 4.8166, -2.1697], [1.3648, 3.8887, -1.1412], [0.9978, 2.5574, -1.3580], [0.5934, 2.1831, -2.6394], [0.5476, 3.1059, -3.6763], [0.9883, 1.3207, 0.0409], [2.3672, 1.7266, 1.2187], [3.6732, 1.7485, 0.7206], [4.7508, 1.9381, 1.5741], [4.5356, 2.1142, 2.9341], [3.2436, 2.0953, 3.4414], [2.1658, 1.8956, 2.5897], [0.8743, 5.1476, -4.2440], [1.6026, 5.8440, -1.9874], [1.7015, 4.2013, -0.1588], [0.3235, 1.1506, -2.8397], [0.2457, 2.7923, -4.6675], [0.7730, -1.0590, 1.1491], [3.8677, 1.6016, -0.3380], [5.7558, 1.9409, 1.1722], [5.3761, 2.2633, 3.6005], [3.0754, 2.2321, 4.5023], [1.1620, 1.8727, 2.9980], [-0.6938, -4.1741, 0.8713], [0.5317, -3.2367, -0.1115], [0.4688, -4.0698, -1.7346], [2.0905, -3.8437, 0.6261], [2.9204, -2.9991, 1.3553], [4.0888, -3.4802, 1.9328], [4.4390, -4.8110, 1.7872], [3.6155, -5.6670, 1.0658], [2.4513, -5.1863, 0.4923], [-0.6565, -3.8278, 1.9044], [-0.4775, -5.2433, 0.8503], [-1.6952, -3.9980, 0.4806], [0.4724, -5.1560, -1.6459], [1.3287, -3.7542, -2.3267], [-0.4423, -3.7552, -2.2441], [2.6748, -1.9505, 1.4601], [4.7269, -2.8010, 2.4827], [5.3548, -5.1843, 2.2267], [3.8865, -6.7079, 0.9457], [1.8230, -5.8682, -0.0672]], "orbital_gap_ev": 6.520, "homo_ev": -6.7, "relative_energy_kcal_mol": 14.0, "multiplicity": 1, "mol_weight_g_mol": 778.615, "charge": 0, "largest_force_ev_per_a": 1.05}


# 4
{"formula": "C5H11N", "method": "wB97M-V/def2-TZVPD", "species": ["C", "C", "C", "C", "C", "N", "H", "H", "H", "H", "H", "H", "H", "H", "H", "H", "H"], "coordinates": [[-1.9628, 1.3799, -1.4681], [-0.5175, 1.0230, -1.3326], [-0.0925, 0.2968, -0.2527], [0.5988, -1.0293, -0.1795], [0.9500, -1.3841, 1.2868], [1.5955, -0.3626, 2.1030], [-2.1256, 2.4499, -1.6225], [-2.5679, 1.0172, -0.6373], [-2.3513, 0.8664, -2.3511], [0.2334, 1.4817, -1.9747], [-0.4837, 0.7241, 0.6804], [-0.0657, -1.8496, -0.4513], [1.5572, -1.0049, -0.7098], [1.5433, -2.3016, 1.2569], [0.0797, -1.6751, 1.8796], [1.0868, 0.5132, 2.0253], [2.5223, -0.1450, 1.7474]], "orbital_gap_ev": 8.860, "homo_ev": -7.9, "relative_energy_kcal_mol": 60.8, "smiles": "C/C=C/CCN", "multiplicity": 1, "mol_weight_g_mol": 85.150, "charge": 0, "largest_force_ev_per_a": 2.51}


# 5
{"formula": "C11H23LuP2", "method": "wB97M-V/def2-TZVPD", "species": ["C", "C", "C", "C", "C", "Lu", "P", "H", "H", "H", "H", "H", "H", "H", "H", "C", "C", "P", "C", "C", "C", "C", "H", "H", "H", "H", "H", "H", "H", "H", "H", "H", "H", "H", "H", "H", "H"], "coordinates": [[2.4056, -0.8632, -3.0404], [2.8223, -2.1622, -3.1975], [2.3410, -3.3454, -2.5667], [1.2335, -3.4259, -1.6916], [0.4219, -2.4299, -1.2170], [1.6208, -0.6430, -1.0434], [1.1269, 1.9007, -2.2695], [2.8237, -0.1348, -3.7496], [3.6358, -2.3879, -3.9136], [2.8044, -4.2943, -2.8459], [-0.5199, -2.7573, -0.7466], [0.9856, -4.4613, -1.3963], [-0.1422, 2.4679, -2.5968], [1.6999, 2.3254, -3.5042], [1.5681, 3.0817, -1.5942], [1.0012, 0.4553, 3.0604], [-0.3368, -0.0195, 2.4963], [-0.4583, 0.2607, 0.6815], [-2.0219, -0.6541, 0.3576], [-3.2692, -0.2306, 1.1246], [-0.5832, 2.1099, 0.6425], [-1.4153, 2.8434, 1.6882], [1.8459, -0.0461, 2.5587], [1.0439, 0.1987, 4.1279], [1.1273, 1.5460, 2.9655], [-0.4685, -1.1039, 2.6447], [-1.1860, 0.4888, 2.9761], [-2.1918, -0.6293, -0.7287], [-1.7824, -1.6990, 0.6086], [-3.5954, 0.7842, 0.8681], [-4.0876, -0.9145, 0.8659], [-3.1246, -0.3003, 2.2093], [0.4581, 2.4560, 0.7358], [-0.9076, 2.3908, -0.3679], [-1.0745, 2.6536, 2.7134], [-1.3156, 3.9265, 1.5246], [-2.4851, 2.6128, 1.6201]], "orbital_gap_ev": 4.954, "homo_ev": -5.3, "multiplicity": 1, "mol_weight_g_mol": 392.220, "charge": 0, "largest_force_ev_per_a": 1.72}


# 6
{"formula": "C4H8N4O", "method": "wB97M-V/def2-TZVPD", "species": ["C", "C", "N", "C", "N", "C", "N", "O", "H", "H", "H", "H", "H", "N", "H", "H", "H"], "coordinates": [[-2.0042, 0.1922, 2.0730], [-0.8610, 0.4160, 1.0203], [-0.3430, -0.3879, 0.2240], [-0.5586, -1.7320, 0.0480], [-0.8403, -2.3154, -1.0949], [-0.4940, -3.6237, -0.7922], [-0.0642, -3.8136, 0.4502], [-0.0757, -2.5492, 1.0096], [-2.7199, 0.9009, 1.5699], [-2.2733, -0.8279, 1.9747], [-1.7524, 0.5102, 2.9923], [-0.3675, 1.3850, 1.0094], [-0.7620, -4.4382, -1.4309], [2.8639, -0.1417, -0.5398], [3.1257, 0.1269, 0.4658], [3.5712, 0.3871, -1.1374], [1.8830, 0.2948, -0.6217]], "orbital_gap_ev": 10.167, "homo_ev": -9.5, "relative_energy_kcal_mol": 76.7, "smiles": "C/C=N\\c1ncno1.N", "multiplicity": 1, "mol_weight_g_mol": 128.135, "charge": 0, "largest_force_ev_per_a": 6.21}


# 7
{"formula": "C51H39BrO20", "method": "wB97M-V/def2-TZVPD", "species": ["O", "C", "O", "C", "C", "C", "Br", "C", "C", "C", "C", "O", "O", "O", "C", "O", "H", "H", "H", "H", "H", "H", "H", "H", "H", "H", "H", "O", "C", "C", "C", "C", "O", "C", "C", "H", "H", "H", "H", "O", "C", "C", "C", "C", "O", "C", "C", "H", "H", "H", "H", "O", "C", "C", "C", "C", "O", "C", "C", "H", "H", "H", "H", "O", "C", "C", "C", "C", "O", "C", "C", "H", "H", "H", "H", "O", "C", "C", "C", "C", "O", "C", "C", "H", "H", "H", "H", "O", "C", "C", "C", "C", "O", "C", "C", "H", "H", "H", "H", "O", "C", "C", "C", "C", "O", "C", "C", "H", "H", "H", "H"], "coordinates": [[-2.6345, -1.9224, 1.8988], [-1.6414, -2.1931, 1.2874], [-1.7053, -2.7319, 0.0225], [-0.2550, -2.0219, 1.8762], [0.8798, -2.5331, 0.9826], [2.2871, -2.1477, 1.4755], [2.4810, -2.4650, 3.3904], [3.3787, -2.9446, 0.7392], [3.8616, -2.0036, -0.3877], [3.5491, -2.3296, -1.8631], [2.8989, -3.6817, -2.0446], [1.7377, -3.8781, -1.8136], [3.6941, -4.6857, -2.5053], [3.3395, -0.7053, -0.0377], [2.5897, -0.7107, 1.0861], [2.1847, 0.2928, 1.5930], [-1.9291, -2.0468, -0.6237], [-0.2641, -2.6028, 2.8026], [-0.1329, -0.9632, 2.1215], [0.8425, -3.6252, 0.9481], [0.7803, -2.1617, -0.0406], [3.0967, -3.9645, 0.4801], [4.2255, -3.0568, 1.4215], [4.9446, -1.8935, -0.2948], [4.4841, -2.2585, -2.4137], [2.8592, -1.5747, -2.2464], [4.4986, -4.7935, -1.9710], [5.7047, -0.4958, -2.6217], [5.6142, 0.6956, -2.8466], [5.8060, 1.2262, -4.2188], [5.7114, 2.5281, -4.4707], [5.4082, 3.4977, -3.3884], [5.3223, 4.6856, -3.6195], [5.2087, 2.9655, -2.0177], [5.3044, 1.6624, -1.7662], [6.0269, 0.4979, -4.9886], [5.8496, 2.9425, -5.4612], [4.9746, 3.6921, -1.2493], [5.1527, 1.2475, -0.7779], [-8.6217, 0.3473, 2.4385], [-7.4595, 0.6868, 2.3367], [-6.4146, -0.2631, 1.8838], [-5.1421, 0.1119, 1.7786], [-4.7207, 1.4986, 2.1068], [-3.5619, 1.8419, 2.0015], [-5.7681, 2.4473, 2.5590], [-7.0396, 2.0714, 2.6647], [-6.7454, -1.2674, 1.6513], [-4.3602, -0.5636, 1.4568], [-5.4391, 3.4512, 2.7963], [-7.8185, 2.7400, 2.9938], [-11.8561, 5.0181, 8.4545], [-10.9949, 4.7742, 7.6378], [-9.8589, 5.7089, 7.4227], [-8.9144, 5.4491, 6.5235], [-8.9601, 4.2150, 5.7010], [-8.1038, 3.9842, 4.8699], [-10.0866, 3.2803, 5.9189], [-11.0340, 3.5400, 6.8151], [-9.8515, 6.6019, 8.0348], [-8.0791, 6.1142, 6.3446], [-10.0977, 2.3900, 5.3022], [-11.8725, 2.8793, 6.9853], [4.6828, -9.9199, -6.1589], [4.8732, -9.2134, -5.1933], [3.7424, -8.5990, -4.4521], [3.9521, -7.8207, -3.3940], [5.3268, -7.5387, -2.9132], [5.5157, -6.8267, -1.9459], [6.4587, -8.1499, -3.6493], [6.2471, -8.9273, -4.7074], [2.7504, -8.8201, -4.8243], [3.1469, -7.3548, -2.8407], [7.4504, -7.9365, -3.2739], [7.0556, -9.3879, -5.2607], [1.9684, 10.0948, -3.5748], [2.1192, 9.0898, -2.9141], [1.3572, 8.8768, -1.6559], [1.5209, 7.7765, -0.9268], [2.4721, 6.7157, -1.3437], [2.6244, 5.7108, -0.6805], [3.2328, 6.9252, -2.5993], [3.0687, 8.0268, -3.3274], [0.6703, 9.6650, -1.3750], [0.9783, 7.5996, -0.0067], [3.9189, 6.1366, -2.8792], [3.6126, 8.2021, -4.2470], [9.4636, -8.9965, -2.4902], [10.4989, -8.3894, -2.6714], [11.6411, -9.0112, -3.3853], [12.7748, -8.3443, -3.5831], [12.9442, -6.9504, -3.0984], [13.9753, -6.3425, -3.2804], [11.7996, -6.3299, -2.3828], [10.6662, -6.9972, -2.1854], [11.4944, -10.0271, -3.7292], [13.6220, -8.7757, -4.1006], [11.9461, -5.3146, -2.0374], [9.8186, -6.5670, -1.6664], [-12.5726, 7.8261, 0.9648], [-12.6446, 6.9564, 1.8046], [-13.4847, 7.1245, 3.0181], [-13.5611, 6.1707, 3.9421], [-12.8125, 4.8984, 3.7954], [-12.8761, 4.0296, 4.6397], [-11.9715, 4.7281, 2.5847], [-11.8939, 5.6825, 1.6613], [-14.0221, 8.0605, 3.1010], [-14.1641, 6.2703, 4.8359], [-11.4333, 3.7916, 2.5023], [-11.2880, 5.5827, 0.7699]], "orbital_gap_ev": 7.877, "homo_ev": -9.8, "relative_energy_kcal_mol": 0.0, "smiles": "O=C(O)CC[C@@]1(Br)C[C@@H](CC(=O)O)OC1=O.O=C1C=CC(=O)C=C1.O=C1C=CC(=O)C=C1.O=C1C=CC(=O)C=C1.O=C1C=CC(=O)C=C1.O=C1C=CC(=O)C=C1.O=C1C=CC(=O)C=C1.O=C1C=CC(=O)C=C1", "multiplicity": 1, "mol_weight_g_mol": 1051.757, "charge": 0, "largest_force_ev_per_a": 0.97}


# 8
{"formula": "C3H3NOS", "method": "wB97M-V/def2-TZVPD", "species": ["C", "C", "C", "O", "N", "S", "H", "H", "H"], "coordinates": [[-1.0043, -0.9121, 2.0364], [-0.6876, -0.7931, 0.9087], [-0.2510, -0.5630, -0.4775], [-0.4257, -1.3959, -1.3506], [0.3279, 0.6336, -0.6137], [0.9310, 1.2510, -2.1097], [-1.4175, -0.9337, 3.0480], [0.3289, 1.2203, 0.2219], [2.1983, 1.4929, -1.6635]], "orbital_gap_ev": 10.177, "homo_ev": -9.7, "relative_energy_kcal_mol": 45.4, "smiles": "C#CC(=O)NS", "multiplicity": 1, "mol_weight_g_mol": 101.130, "charge": 0, "largest_force_ev_per_a": 3.46}